# 1
This record from the OMol25 dataset describes a structure of composition C32H21BrCl5N5O6S3W. The level of theory is the ωB97M-V functional and the def2-TZVPD basis.

Its net charge is +2. As for the largest force on an atom: 0.0297 hartree/bohr. The value obtained for the electronic energy is -220232.8798 eV. Its spin multiplicity is 3. The LUMO energy (spin up / spin down) is -7.233 / -7.462 eV.

```
74
Properties=species:S:1:pos:R:3:forces:R:3:nbo_charge:R:1
W -0.5662 -0.5194 -0.4713 -0.41 1.28 0.52 2.073
Br -2.9147 -6.4946 -4.9135 -0.02 0.04 0.02 0.129
Cl -5.6320 1.2505 1.0309 0.00 0.00 0.01 0.104
Cl -5.4917 3.9753 -0.5035 -0.02 -0.01 0.00 0.129
Cl -0.3735 3.0506 -1.7736 -0.04 0.07 0.01 0.057
Cl -2.8643 4.8134 -1.9161 -0.01 0.01 0.00 0.108
Cl -3.1202 -0.5831 1.0904 -0.09 0.05 0.18 0.138
S 3.8178 4.1948 2.2706 0.02 0.04 -0.07 0.293
S -1.9370 -2.8014 3.3606 -0.15 0.01 0.04 0.278
S -0.1170 -0.4343 2.7139 -0.07 -0.13 0.22 -0.146
O 1.7455 0.4928 -3.6198 0.01 -0.06 -0.04 -0.567
O -0.7296 -2.2768 0.4670 0.07 -1.48 0.37 -0.657
O 0.1475 -4.1853 1.2185 0.23 0.00 -0.21 -0.584
O -0.6566 -2.2673 -2.1612 -0.04 0.03 0.13 -0.672
O -2.2777 -1.0023 -1.5452 -0.25 -0.17 0.05 -0.698
O 0.2421 0.2642 -2.0468 0.46 0.24 -1.29 -0.626
N 4.2677 6.6058 -1.5754 0.01 0.06 -0.13 -0.384
N -5.1487 -3.5725 -3.0826 -0.07 0.00 -0.01 -0.383
N 0.9591 1.0228 0.5744 -0.25 -0.05 0.00 -0.506
N -0.6369 -1.4726 5.0878 -0.17 -0.01 0.04 -0.536
N 1.2582 -1.4785 -0.7159 0.11 -0.28 -0.29 -0.520
C -3.0674 0.9474 0.2664 0.31 -0.18 0.06 -0.022
C -1.8258 2.4831 -1.0232 0.21 -0.07 0.01 0.055
C -2.3224 -3.1776 5.1064 -0.05 0.01 -0.13 -0.522
C 1.3324 3.1525 1.6235 0.05 0.00 0.01 -0.185
C -3.3991 -4.9438 -3.9667 0.03 -0.07 -0.04 -0.146
C -4.1962 1.7435 0.2453 -0.05 0.08 -0.01 -0.102
C 2.5694 -3.4565 -0.4025 -0.34 0.00 0.16 -0.098
C -2.9410 3.3234 -1.0798 0.04 -0.03 0.01 -0.131
C -1.2293 -2.5038 5.9360 0.05 -0.05 0.06 -0.232
C -4.7440 -4.6518 -3.7431 0.01 0.05 0.03 0.070
C 5.0763 4.9316 -0.0715 0.01 0.05 -0.08 -0.263
C 3.9835 5.1424 0.7526 -0.01 -0.10 0.18 -0.147
C -2.4367 -4.0862 -3.4815 0.03 0.04 -0.03 -0.133
C -0.8513 -1.5041 3.7850 0.31 0.17 -0.01 -0.024
C 5.1706 5.6960 -1.2290 -0.04 -0.03 0.09 0.048
C 3.1769 1.7437 1.1541 -0.01 0.04 0.04 -0.243
C 1.4370 -2.7103 -0.1516 0.50 0.12 -0.14 0.023
C 2.7053 2.9619 1.6305 -0.03 -0.03 -0.02 -0.088
C 3.2323 6.8054 -0.7676 0.01 -0.06 0.08 0.050
C 3.0432 6.1016 0.4160 0.00 0.04 -0.10 -0.261
C -1.8539 1.2524 -0.3482 -0.12 0.14 -0.29 -0.459
C 1.3541 -0.1093 -2.5356 0.00 0.17 0.07 0.771
C -4.1302 2.9540 -0.4452 0.00 0.01 -0.01 -0.048
C -4.2311 -2.7400 -2.6149 0.07 0.01 -0.04 0.105
C 3.1663 -1.8676 -2.1069 -0.02 -0.13 0.02 -0.116
C -1.8934 -2.0501 -2.1814 0.01 -0.20 -0.11 0.808
C 0.2428 -3.0840 0.5478 -0.47 0.06 0.37 0.822
C 0.5107 2.1762 1.1007 -0.05 -0.05 0.08 0.072
C 2.2882 0.8179 0.6529 0.03 -0.03 -0.03 0.052
C 2.0137 -1.1540 -1.8094 0.02 0.07 0.22 0.010
C 3.4845 -2.9854 -1.3462 0.16 0.10 -0.18 -0.192
C -2.8651 -2.9580 -2.7865 -0.11 0.11 -0.04 -0.241
H 2.7007 -4.4107 0.0901 0.02 -0.02 -0.04 0.267
H -1.3833 -4.2732 -3.6397 0.00 -0.02 0.02 0.244
H 3.7906 -1.5868 -2.9458 0.03 0.00 0.02 0.246
H -0.5578 2.3089 1.1304 0.02 0.03 -0.02 0.231
H 6.0102 5.5715 -1.9029 0.01 -0.01 0.01 0.208
H 2.6676 -0.1357 0.3285 0.00 0.02 -0.01 0.205
H 2.1952 6.3079 1.0544 0.01 0.02 0.01 0.231
H -3.3113 -2.7779 5.3156 0.01 0.02 0.02 0.247
H -0.0096 -0.7782 5.4683 -0.01 0.02 -0.02 0.438
H -1.6456 -2.0446 6.8306 -0.01 -0.01 0.00 0.242
H -2.3370 -4.2552 5.2388 0.00 0.00 0.04 0.259
H 2.5246 7.5670 -1.0733 -0.01 0.00 0.01 0.210
H -4.5842 -1.8644 -2.0829 -0.01 -0.01 0.02 0.216
H 4.2329 1.5146 1.1833 0.00 -0.02 -0.01 0.250
H 0.8950 4.0563 2.0235 -0.01 -0.01 0.01 0.246
H -5.5172 -5.3151 -4.1117 0.02 -0.01 -0.02 0.227
H 4.3873 -3.5412 -1.5539 -0.01 -0.01 0.00 0.262
H 5.8382 4.2073 0.1814 0.01 0.00 0.01 0.232
H -0.4614 -3.2155 6.2436 0.02 0.01 -0.05 0.222
H 2.5257 0.0907 -4.0294 0.04 0.06 0.06 0.519
H -0.7330 -4.2580 1.6354 0.02 0.05 0.13 0.534
```
Forces are in eV/Å.

***

# 2
This record from the OMol25 dataset describes an isolated molecule of C6H9N3O2. The level of theory is the ωB97M-V functional and the def2-TZVPD basis.

As for the SMILES: C=Nc1c(N)c(O)n(C)c1O. As for the largest force on an atom: 0.1211 hartree/bohr. Its relative energy (zero: lowest compared OMol25 entry of this formula, charge and spin) is 4.9933 eV. The value obtained for the electronic energy is -14929.1969 eV. Its spin multiplicity is 1. The LUMO energy (spin up / spin down) is 0.521 / 0.521 eV.

```
20
Properties=species:S:1:pos:R:3:forces:R:3:nbo_charge:R:1
O -1.8648 -0.0778 1.4935 -1.77 -0.58 1.62 -0.655
O 0.9475 2.0920 -1.4568 -1.63 0.51 0.23 -0.686
N 0.6028 -2.2318 0.7167 2.06 -0.96 0.38 -0.419
N -0.7723 1.0664 -0.1163 0.54 1.82 -1.07 -0.390
N 2.3002 -0.6854 -1.1632 -2.87 0.48 -1.15 -0.838
C 0.0500 -3.3530 0.9584 0.05 1.72 -0.39 -0.095
C 1.0467 -0.2000 -0.6161 1.08 0.21 0.42 0.001
C 0.3350 -1.0194 0.2589 -5.67 2.46 0.76 0.038
C 0.4130 1.0314 -0.7664 2.82 -1.63 -0.76 0.385
C -1.5183 2.2908 -0.0579 -2.62 2.29 1.32 -0.436
C -1.0629 -0.1013 0.4706 4.58 -3.56 -1.70 0.388
H -0.9286 3.2095 -0.4060 -0.62 -1.65 0.81 0.259
H -1.8901 0.8218 1.8196 -0.20 0.33 0.64 0.467
H 2.2901 -1.6705 -1.0026 0.49 -0.51 0.08 0.385
H -0.9764 -3.4233 0.6573 -0.86 -0.76 0.19 0.151
H -2.0452 2.5009 0.9976 1.85 -0.32 -1.75 0.186
H 0.6221 -4.1690 1.4187 -0.32 0.33 -0.27 0.179
H -2.4843 2.3038 -0.6397 1.19 -0.52 -0.11 0.219
H 3.1063 -0.2560 -0.8308 1.45 0.73 0.91 0.365
H 1.8295 1.8710 -1.7356 0.45 -0.39 -0.16 0.498
```
Forces are in eV/Å.

***

# 3
This record from the OMol25 dataset describes a cluster of 2 separate species, C15H27N5O3 in total. The level of theory is the ωB97M-V functional and the def2-TZVPD basis.

As for the SMILES: Cc1nnc(NC2CCCCCC2)o1.CNC(=O)CNC(C)=O. As for the largest force on an atom: 0.0513 hartree/bohr. Its relative energy (zero: lowest compared OMol25 entry of this formula, charge and spin) is 2.2847 eV. The value obtained for the electronic energy is -29586.2368 eV. Its spin multiplicity is 1. The LUMO energy is 0.236 eV.

```
50
Properties=species:S:1:pos:R:3:forces:R:3:nbo_charge:R:1
O 5.4654 -1.9423 0.3216 -0.37 0.04 0.25 -0.611
O -4.3938 0.8969 -0.1482 0.80 0.43 0.08 -0.429
O 3.7504 -3.4908 3.0416 -0.11 0.41 0.09 -0.604
N -2.7746 1.8954 -1.6429 -0.66 -0.24 1.48 -0.618
N 2.1702 -3.8963 1.5581 -1.29 -0.34 -0.92 -0.613
N -5.9045 0.4570 -1.7036 -0.13 -0.27 1.92 -0.282
N -4.8456 1.0672 -2.3071 0.65 0.26 0.02 -0.372
N 3.2962 -1.3443 0.3554 -1.56 0.16 0.91 -0.628
C 4.5077 -1.2485 -1.7331 -0.03 -0.01 0.08 -0.708
C 4.4639 -1.5467 -0.2528 1.99 -0.42 -0.40 0.665
C -0.6015 0.8774 -1.4755 0.24 -0.46 0.50 -0.393
C 1.1771 -3.5886 0.5290 0.55 -0.03 0.22 -0.413
C -1.0839 3.1577 -0.4320 0.19 0.01 0.53 -0.414
C -3.9846 1.3065 -1.3641 0.51 0.25 -2.09 0.615
C -5.6095 0.3767 -0.4326 -1.96 -0.80 -1.57 0.429
C -1.6258 1.7558 -0.7418 0.20 0.37 -0.89 -0.043
C -0.3482 3.2639 0.9133 -0.02 0.00 0.06 -0.396
C 1.3323 1.4881 0.1206 -0.15 -0.38 0.32 -0.416
C 0.5396 2.0719 1.2948 0.13 0.40 -0.17 -0.405
C -6.5124 -0.2185 0.5984 0.49 0.19 0.24 -0.665
C 0.5568 0.3781 -0.6052 0.17 0.52 -0.24 -0.399
C 3.0612 -1.5701 1.7863 0.17 -0.25 -0.59 -0.315
C 3.0088 -3.0550 2.1753 1.39 0.02 0.83 0.657
H 1.2445 2.4113 2.0609 -0.15 -0.07 0.02 0.217
H 2.1152 -1.1114 2.0697 -0.10 0.17 -0.14 0.213
H -0.4179 3.4772 -1.2395 -0.08 -0.06 -0.07 0.196
H 5.5064 -1.4784 -2.1042 -0.16 0.03 0.09 0.249
H 0.2687 4.1682 0.8882 -0.10 -0.04 0.08 0.207
H 1.2491 -0.1640 -1.2559 -0.11 -0.07 -0.14 0.193
H 3.7772 -1.8671 -2.2503 -0.11 0.08 -0.20 0.218
H -1.0884 3.3984 1.7087 0.07 0.10 -0.04 0.205
H -1.9316 1.2665 0.1910 -0.23 0.06 -0.26 0.209
H 2.5342 -1.0007 -0.2014 -0.02 -0.05 0.06 0.400
H 4.2946 -0.1935 -1.8961 -0.11 0.06 -0.18 0.222
H -1.9170 3.8682 -0.4085 0.09 -0.18 -0.11 0.228
H 1.6738 -3.4342 -0.4304 -0.19 0.05 -0.10 0.194
H 1.6279 2.2755 -0.5806 -0.01 -0.05 0.02 0.205
H 3.8594 -1.0973 2.3606 -0.06 -0.29 0.02 0.252
H 0.4829 -4.4249 0.4310 0.09 0.13 0.10 0.217
H -0.0710 1.2884 1.7549 0.09 -0.04 -0.03 0.191
H 0.6120 -2.6952 0.7985 -0.05 -0.03 -0.08 0.191
H 2.2542 1.0642 0.5252 0.05 0.03 -0.12 0.213
H -6.9936 -1.1162 0.2012 0.13 0.23 0.00 0.247
H 2.2473 -4.8538 1.8681 0.08 0.15 0.02 0.410
H -0.1957 1.4304 -2.3287 -0.08 0.08 0.01 0.198
H -5.9433 -0.4819 1.4936 -0.14 0.01 -0.06 0.226
H -7.2873 0.5027 0.8699 0.06 -0.11 0.06 0.236
H -2.6025 2.0142 -2.6361 -0.13 -0.16 0.37 0.415
H -1.1172 -0.0021 -1.8756 -0.04 0.12 -0.02 0.214
H 0.1729 -0.3361 0.1301 0.02 -0.01 0.05 0.192
```
Forces are in eV/Å.

***

# 4
This record from the OMol25 dataset describes a cluster of 13 separate species, C16H58N4O13 in total. The level of theory is the ωB97M-V functional and the def2-TZVPD basis.

As for the largest force on an atom: 0.1709 hartree/bohr. Its relative energy (zero: lowest compared OMol25 entry of this formula, charge and spin) is 3.5841 eV. The value obtained for the electronic energy is -50105.3774 eV. Its spin multiplicity is 1. The LUMO energy is -0.039 eV.

```
91
Properties=species:S:1:pos:R:3:forces:R:3:lowdin_charge:R:1
O -1.1392 -4.6957 4.2784 0.36 -0.36 0.53 -0.083
O -3.9508 2.1116 1.1578 0.25 -0.29 0.13 -0.151
O 0.2029 4.9855 -3.2638 0.50 -0.77 -1.40 -0.113
O 2.0459 1.8607 2.4807 -0.12 -6.31 2.01 -0.140
O -1.5850 -2.5740 -2.2512 0.80 0.04 2.88 -0.113
O -4.3071 0.6635 -1.3680 -1.29 -0.08 1.89 -0.126
O 0.3727 0.6503 -3.8038 4.20 -4.40 -0.14 -0.111
O 4.7778 1.0984 0.0363 0.19 -1.46 0.99 -0.074
O 0.8014 -0.7160 -0.4453 -0.58 -0.52 0.52 -0.105
O -0.4772 5.0901 -0.4043 0.74 1.82 -0.71 -0.126
O 2.5737 -3.4435 -2.2236 3.20 2.18 0.26 -0.116
O -1.8232 3.1553 2.7736 0.54 -0.57 0.67 -0.124
O 1.8176 -3.1755 2.8315 -0.92 0.94 -1.03 -0.116
N 2.4859 -0.3172 -4.2004 3.34 2.55 -1.61 0.171
N 0.8551 -1.5361 -3.2951 0.11 -3.55 0.98 0.174
N 1.7602 -0.4970 2.2516 -2.04 -1.07 -4.59 0.183
N 2.5608 0.3122 4.1654 0.42 0.25 2.00 0.138
C 2.0766 0.5439 2.9389 0.58 7.02 -1.42 -0.618
C -0.4346 3.7323 -0.0703 -0.75 0.04 1.99 -0.151
C 3.5722 2.0103 -1.8252 -1.35 -2.45 -0.47 -0.073
C -0.2145 0.2517 -0.6267 -1.22 0.33 -1.23 -0.303
C 2.0929 -3.6380 1.5352 1.24 -0.14 -1.48 -0.158
C 1.5995 -4.2080 -1.7010 -1.70 -2.48 0.08 -0.216
C -2.0483 -2.5426 -0.8531 -0.48 0.69 0.00 -0.109
C 1.2517 -0.4058 -3.7776 -5.86 6.55 -0.01 -0.624
C -0.8513 0.5362 0.6691 -1.34 0.21 0.38 -0.092
C 1.0861 3.8771 -3.4858 -0.10 -0.30 0.39 -0.164
C -3.5081 0.6139 -2.4996 -0.08 0.64 -0.96 -0.140
C -1.3475 2.0969 3.6188 -0.12 0.53 0.73 -0.148
C -4.5263 3.3842 0.9788 -0.55 0.32 -1.36 -0.149
C -1.6528 -3.2986 2.4043 -1.14 -1.02 0.05 -0.087
C -1.4416 -3.3641 3.9161 1.31 0.05 -1.01 -0.306
C 3.5101 1.1311 -0.5758 -1.25 0.07 -1.31 -0.331
H 2.0366 -3.8543 3.4275 0.33 -1.30 1.33 0.080
H 1.7909 -1.4228 2.6396 0.03 -0.07 0.20 0.051
H -4.1663 0.6870 -3.3569 0.33 0.39 -0.63 0.091
H -2.3393 -2.5515 -2.7999 -1.32 0.05 -0.99 0.060
H 2.4598 -0.5553 4.7268 -0.03 1.16 -0.99 0.123
H 3.2579 -0.8957 -3.9093 -0.45 -0.43 0.12 0.113
H -1.1064 -0.0822 -1.2935 1.98 0.26 0.46 0.114
H -0.1812 0.8518 1.4536 0.07 0.34 0.09 0.048
H 1.0837 -0.9336 -1.3217 0.64 -0.45 -0.94 0.030
H -1.2376 5.5956 -0.0705 0.43 -0.87 0.07 0.100
H 3.1692 -3.1463 -1.4912 -0.64 -0.22 -1.08 0.124
H 2.0276 -5.0604 -1.1718 -0.26 -0.21 0.18 0.093
H 0.8759 -3.7107 -1.0941 -0.37 0.71 0.79 0.051
H 2.7718 1.5476 0.1150 -0.12 -0.39 0.12 0.090
H -0.2940 2.1556 3.9408 -0.36 0.77 -0.55 0.079
H -2.6056 2.8177 2.3092 0.31 -0.18 0.05 0.024
H -1.2442 -2.6561 -0.1234 0.28 -0.48 -0.76 0.051
H -2.8566 -3.2419 -0.6668 0.25 -0.74 -0.20 0.082
H -0.0448 -1.8100 -2.9596 -0.98 0.85 -0.07 0.068
H -2.6791 1.3299 -2.5017 -0.55 0.18 0.11 0.106
H -5.1390 3.6090 1.8535 0.32 0.36 -0.08 0.088
H -0.7827 -3.6299 1.8478 0.43 0.30 0.21 0.053
H 1.0080 -4.5837 -2.5324 0.00 -0.33 -0.15 0.098
H -4.8475 -0.1529 -1.3686 0.38 0.91 0.21 0.112
H -5.1777 3.3540 0.0873 -0.12 0.06 0.42 0.086
H -1.4129 3.3603 -0.3740 0.08 -0.91 0.31 0.078
H -0.5272 -2.7668 4.1292 -0.56 -0.42 0.07 0.109
H 3.1851 -3.7951 1.4467 -0.30 -0.15 -0.10 0.096
H 0.8838 3.3082 -4.4253 -0.51 0.35 1.00 0.084
H -1.8834 -5.2736 4.0852 -0.08 0.16 -0.03 0.083
H 1.3336 -0.3872 1.2467 1.41 -0.34 2.55 0.117
H 1.8555 -2.8905 0.7509 -0.21 -0.03 0.89 0.064
H -1.4319 -0.3386 0.9938 0.28 0.04 0.19 0.071
H -3.0787 -0.3301 -2.4902 1.29 -1.88 -0.55 0.027
H -1.9461 1.9819 4.5167 -0.25 0.51 0.47 0.069
H 0.1019 5.0508 -2.3245 -0.31 0.33 1.02 0.008
H -3.9802 1.6584 0.3040 0.11 -0.21 0.00 0.038
H 4.3802 1.6397 -2.3780 1.72 -0.32 -0.87 0.052
H 2.7078 1.1989 4.6304 0.12 -0.42 0.36 0.106
H -1.9808 -2.3292 2.0966 0.05 0.83 -0.28 0.049
H 2.1103 4.1904 -3.5866 0.68 0.64 -0.11 0.056
H -3.7778 4.1560 0.7023 -0.21 -0.23 0.76 0.084
H -0.2167 3.5954 1.0349 -0.56 -0.08 -1.28 0.101
H 1.4646 -2.3385 -3.3072 0.44 0.24 -0.12 0.080
H 1.1218 3.2388 -2.5749 -0.45 -0.04 -0.95 0.044
H 2.7341 1.8635 -2.5631 0.28 0.35 1.33 0.059
H 0.2570 1.1450 -1.0621 -0.40 -0.22 -0.09 0.105
H -1.4400 1.1365 3.1934 -0.10 -1.14 -1.14 0.037
H -2.4427 -3.9996 2.0397 0.21 0.35 0.59 0.090
H 4.7205 0.3994 0.7433 0.17 1.28 -0.93 0.106
H 1.5982 -4.5692 1.2178 -0.14 0.21 0.58 0.085
H 0.3586 3.2370 -0.6048 0.21 0.10 -0.43 0.052
H 3.7435 2.9910 -1.5802 0.20 2.52 0.39 0.053
H -2.2349 -2.9542 4.5225 -0.55 0.13 -0.03 0.107
H -1.6084 1.3011 0.4588 0.24 0.08 0.47 0.067
H -2.5121 -1.6070 -0.4811 0.31 0.23 -1.03 0.067
H 3.1831 0.1355 -0.9810 0.28 0.39 0.83 0.101
H 2.8196 0.6375 -4.4857 -0.90 -1.50 0.45 0.143
```
Forces are in eV/Å.

***

# 5
This record from the OMol25 dataset describes an isolated molecule of C4H7N. The level of theory is the ωB97M-V functional and the def2-TZVPD basis.

As for the SMILES: C#C[C@H](C)N. As for the largest force on an atom: 0.0809 hartree/bohr. Its relative energy (zero: lowest compared OMol25 entry of this formula, charge and spin) is 2.8799 eV. The value obtained for the electronic energy is -5748.5369 eV. Its spin multiplicity is 1. The LUMO energy is 0.849 eV.

```
12
Properties=species:S:1:pos:R:3:forces:R:3:nbo_charge:R:1
N 0.9523 -1.2881 -0.3061 1.79 0.38 1.05 -0.839
C -2.5544 -0.1532 -0.0472 3.45 -0.25 -1.03 -0.257
C 0.1554 -0.1362 0.2532 -1.65 -0.84 1.07 -0.102
C 0.7321 1.2512 -0.1490 2.14 -3.56 -0.28 -0.605
C -1.3279 -0.1719 -0.1574 -0.76 -0.33 1.62 -0.009
H -3.5381 -0.2924 -0.3626 -1.11 0.10 0.08 0.229
H 0.7400 1.1870 -1.2739 0.32 0.61 1.12 0.226
H 0.1471 -0.3115 1.3943 -0.19 0.89 -1.51 0.197
H 2.0211 -1.0311 -0.1256 -3.01 -0.98 -0.38 0.357
H 0.7300 -2.1898 0.2323 0.54 1.98 -0.98 0.372
H 0.1527 2.0625 0.2323 -0.06 0.48 0.31 0.231
H 1.7897 1.0736 0.3099 -1.47 1.51 -1.06 0.200
```
Forces are in eV/Å.